Entry 1:
Here is a structure of composition C41H60BGeN11SSeTi from OMol25. Energies are from ωB97M-V with the def2-TZVPD basis set.

2S+1 = 2
Charge = -1
Frontier orbital gap (spin up / spin down) = 5.681 / 6.539 eV
⟨S²⟩ = 0.760
M = 949.324 g mol⁻¹
E_HOMO (spin up / spin down) = -3.30 / -4.16 eV
ΔE to the lowest compared entry with this formula, charge and spin = 0.706 eV

Last column: Löwdin charge in e.
Atoms and positions in Å:
Se (3.787, -0.120, -2.445)  0.816
Ge (5.021, -0.957, -5.350)  0.726
Ti (-0.767, 0.521, -0.015)  0.540
S (-0.021, -0.613, -1.657)  0.184
N (-0.549, 2.577, -1.268)  -0.012
N (2.816, 1.364, 2.047)  -0.123
N (-2.337, 3.283, 0.851)  0.023
N (-2.683, 0.900, -1.113)  -0.048
N (-1.536, -0.976, 1.220)  -0.053
N (0.890, 1.251, 0.754)  -0.049
N (-1.447, 3.572, -1.439)  0.029
N (-1.745, 2.165, 1.302)  -0.029
N (-3.386, 2.057, -1.106)  0.043
N (-3.777, 4.501, -0.778)  -0.017
N (-3.774, 5.454, -1.732)  0.076
C (-4.906, -2.644, 0.989)  -0.280
C (-0.323, -3.757, 3.582)  -0.289
C (1.048, -3.162, 3.917)  -0.125
C (3.647, 0.590, 1.132)  -0.194
C (-4.572, 0.587, -2.259)  -0.042
C (1.500, 1.532, 1.778)  -0.243
C (-5.204, -0.310, 1.426)  -0.275
C (3.333, -1.828, -1.647)  -0.433
C (-0.395, -3.214, 0.671)  -0.101
C (0.217, 3.990, -2.816)  -0.061
C (-3.386, 0.013, -1.797)  -0.147
C (-2.924, -1.209, 1.217)  -0.277
C (6.183, 0.619, -5.311)  -0.228
C (-3.528, -2.466, 1.017)  -0.018
C (-1.467, 2.359, 2.583)  -0.152
C (4.569, -1.382, -7.219)  -0.230
C (-5.463, -4.027, 0.757)  -0.061
C (0.490, -4.307, 1.278)  -0.284
C (5.028, 1.227, 0.980)  -0.171
C (-4.906, 4.571, -0.032)  -0.116
C (-5.666, 5.610, -0.511)  -0.074
C (-0.162, -4.869, 2.543)  -0.123
C (-1.228, -2.658, 3.020)  -0.084
C (-4.520, 1.889, -1.817)  -0.065
C (-5.752, -1.563, 1.176)  -0.042
C (-4.902, 6.124, -1.576)  -0.171
C (0.713, -1.520, 2.049)  -0.121
C (0.455, 2.815, -2.089)  -0.155
C (3.309, 1.574, 3.403)  -0.181
C (1.650, -2.582, 2.636)  -0.282
C (-1.012, 4.434, -2.379)  -0.074
C (3.392, -0.595, -4.319)  -0.598
C (-6.087, 0.885, 1.681)  -0.046
C (-1.873, 3.635, 2.982)  -0.050
C (4.774, 1.157, 3.498)  -0.198
C (1.854, -3.712, 1.626)  -0.117
C (5.563, 1.747, 2.332)  -0.194
C (-3.830, -0.155, 1.459)  -0.014
C (5.952, -2.483, -4.544)  -0.229
C (-0.673, -2.090, 1.699)  -0.438
C (-2.413, 4.192, 1.841)  -0.072
B (-2.732, 3.393, -0.643)  -0.650
H (-2.998, -0.986, -1.914)  0.096
H (0.586, -0.701, 2.763)  0.111
H (4.001, -2.608, -2.007)  0.015
H (2.704, 1.017, 4.127)  0.108
H (5.709, 0.490, 0.549)  0.103
H (-5.026, -4.485, -0.132)  0.074
H (6.221, -2.248, -3.513)  0.009
H (3.439, -1.721, -0.568)  -0.005
H (6.626, 1.524, 2.438)  0.099
H (5.316, -3.369, -4.542)  0.017
H (4.962, 2.049, 0.265)  0.107
H (-7.137, 0.647, 1.505)  0.069
H (4.856, 0.066, 3.491)  0.107
H (-5.349, 0.122, -2.840)  0.090
H (-5.123, 6.953, -2.230)  0.092
H (-6.621, 5.947, -0.147)  0.083
H (-1.144, -5.290, 2.300)  0.118
H (3.219, 2.636, 3.655)  0.113
H (1.168, -1.098, 1.149)  0.077
H (-1.291, -1.824, 3.728)  0.130
H (2.741, -1.470, -4.289)  0.020
H (-5.246, -4.685, 1.602)  0.074
H (-5.081, 3.879, 0.776)  0.113
H (6.304, 0.965, -4.284)  0.003
H (-2.849, 5.162, 1.669)  0.119
H (6.864, -2.716, -5.096)  0.012
H (-3.440, 0.821, 1.684)  0.086
H (-2.928, -3.348, 0.872)  0.088
H (0.616, -5.111, 0.546)  0.136
H (-5.202, 2.709, -1.968)  0.118
H (5.756, 1.430, -5.903)  0.016
H (1.282, 2.124, -2.121)  0.070
H (-5.814, 1.711, 1.023)  0.050
H (0.938, -2.378, 4.673)  0.116
H (2.290, -2.043, -1.873)  -0.037
H (5.466, 2.836, 2.373)  0.107
H (0.448, -5.682, 2.953)  0.113
H (2.613, -2.109, 2.859)  0.126
H (2.802, 0.214, -4.749)  0.011
H (-0.780, -4.169, 4.488)  0.133
H (-0.988, 1.576, 3.146)  0.101
H (0.848, 4.448, -3.558)  0.082
H (-5.989, 1.235, 2.712)  0.080
H (0.108, -2.754, -0.184)  0.045
H (-6.545, -3.998, 0.624)  0.065
H (4.139, -0.511, -7.717)  0.012
H (5.457, -1.687, -7.775)  0.010
H (3.739, -0.449, 1.479)  0.107
H (-6.829, -1.697, 1.143)  0.101
H (2.513, -4.479, 2.048)  0.116
H (1.710, -3.931, 4.331)  0.113
H (-2.242, -3.045, 2.903)  0.106
H (2.329, -3.326, 0.719)  0.102
H (-1.785, 4.086, 3.954)  0.087
H (-1.301, -3.660, 0.273)  0.100
H (7.169, 0.383, -5.714)  0.013
H (5.177, 1.495, 4.455)  0.106
H (-1.609, 5.287, -2.650)  0.092
H (3.841, -2.193, -7.267)  0.013
H (3.112, 0.568, 0.182)  0.061


Entry 2:
Here is a structure of composition C41H61Br51N2O from OMol25. Energies are from ωB97M-V with the def2-TZVPD basis set.

2S+1 = 1
Frontier orbital gap = 9.248 eV
M = 4673.056 g mol⁻¹
E_HOMO = -9.70 eV
ΔE to the lowest compared entry with this formula, charge and spin = 12.057 eV

Last column: Löwdin charge in e.
Atoms and positions in Å:
Br (0.897, -9.136, 5.009)  0.601
Br (-0.715, -1.006, -9.627)  0.568
Br (1.088, 1.643, -9.284)  0.600
Br (2.815, -4.633, 3.619)  0.567
Br (-3.356, 4.447, -4.075)  0.543
Br (-5.728, 2.619, -1.622)  0.518
Br (-0.639, -1.119, -5.275)  0.539
Br (-1.191, 9.433, -1.367)  0.501
Br (-4.369, 8.172, 3.726)  0.584
Br (-1.930, 1.879, -10.392)  0.559
Br (-8.510, 4.220, -1.904)  0.536
Br (11.102, 1.706, 3.480)  0.516
Br (5.360, 4.684, 1.157)  0.612
Br (14.097, 2.280, 2.436)  0.558
Br (-0.125, -9.047, -9.863)  0.550
Br (1.892, 7.450, 5.447)  0.548
Br (8.534, 0.413, 5.780)  0.537
Br (8.377, 4.448, 2.265)  0.552
Br (-7.739, 1.940, -4.047)  0.562
Br (-0.648, -7.678, -5.710)  0.514
Br (-1.374, 8.747, 2.682)  0.588
Br (-2.382, 2.450, -1.740)  0.592
Br (10.241, -2.216, 5.034)  0.558
Br (4.523, -7.262, 2.873)  0.547
Br (-0.978, 5.330, -2.087)  0.574
Br (-3.154, -8.763, -7.421)  0.538
Br (-6.860, 1.808, 3.888)  0.623
Br (-1.854, 1.766, -6.039)  0.567
Br (1.280, 10.198, 7.014)  0.557
Br (-3.103, -9.142, -4.222)  0.532
Br (-5.313, -5.305, -6.290)  0.557
Br (-1.506, -14.832, -2.026)  0.561
Br (-3.899, 9.492, 0.824)  0.552
Br (-0.902, 7.827, 7.008)  0.544
Br (-4.948, -2.549, -4.661)  0.570
Br (7.368, -1.718, 3.663)  0.538
Br (3.403, -8.051, 6.721)  0.569
Br (-2.887, -11.941, -1.677)  0.542
Br (0.947, -9.515, 8.209)  0.565
Br (1.264, 10.897, -2.855)  0.555
Br (-7.849, 3.720, 1.490)  0.547
Br (0.849, -11.043, -7.528)  0.563
Br (6.575, 1.799, 1.922)  0.654
Br (-6.827, 5.008, 4.262)  0.576
Br (-1.315, -12.658, -4.397)  0.553
Br (1.163, 1.531, -4.932)  0.590
Br (1.649, -6.764, 1.501)  0.585
Br (11.572, 3.026, 0.578)  0.536
Br (-2.529, -4.673, -4.796)  0.531
Br (-1.242, 9.813, -4.567)  0.555
Br (2.253, -8.164, -7.876)  0.540
O (3.418, 3.332, -2.084)  -0.151
N (0.317, -0.580, 2.491)  0.134
N (4.528, -0.819, -2.379)  0.092
C (-3.129, 4.820, 2.756)  -0.216
C (-0.154, 3.327, 5.205)  -0.245
C (2.188, 1.757, -0.430)  -0.167
C (6.961, 3.583, 1.249)  -1.542
C (-0.130, 9.547, -2.993)  -1.605
C (3.558, 1.604, 0.455)  -0.255
C (-3.399, -1.381, -0.407)  -0.212
C (-7.708, 3.494, 3.417)  -1.565
C (-1.858, 3.847, -2.988)  -1.567
C (0.633, 1.958, 4.692)  -0.156
C (2.009, -9.402, 6.583)  -1.584
C (-3.854, -0.247, 1.936)  -0.211
C (-2.041, -9.029, -5.848)  -1.581
C (8.463, -1.457, 5.249)  -1.589
C (-4.068, -3.923, -5.719)  -1.577
C (-3.233, 9.322, 2.643)  -1.557
C (-3.446, 1.149, 2.693)  -0.228
C (1.847, -1.562, 0.192)  -0.221
C (-0.328, 0.778, -10.299)  -1.581
C (-2.369, 4.241, 4.091)  -0.203
C (-2.383, -13.346, -2.924)  -1.591
C (-0.780, -4.038, 0.015)  -0.212
C (0.528, -3.723, -0.924)  -0.187
C (0.875, -1.159, 1.447)  -0.070
C (3.422, -1.160, 0.360)  -0.229
C (3.726, 0.180, 1.248)  -0.216
C (-2.748, 2.278, 1.731)  -0.218
C (-2.229, -3.823, -0.719)  -0.195
C (4.176, -0.944, -1.117)  -0.081
C (0.523, 8.708, 6.020)  -1.617
C (12.239, 2.855, 2.397)  -1.603
C (-7.583, 2.536, -2.202)  -1.589
C (1.751, -3.227, 0.058)  -0.195
C (1.373, -9.646, -8.776)  -1.577
C (2.168, 3.167, -1.297)  -0.237
C (-3.608, 3.678, 1.682)  -0.193
C (-0.253, 0.665, -5.947)  -1.592
C (-2.442, -2.323, -1.350)  -0.210
C (2.745, -6.503, 3.088)  -1.604
C (-2.665, -0.913, 1.021)  -0.222
C (-0.702, 4.272, 3.968)  -0.207
H (-3.646, -0.363, -0.979)  0.092
H (-0.712, -5.167, 0.343)  0.083
H (-4.791, -0.047, 1.228)  0.111
H (1.011, 2.023, 3.581)  0.052
H (-3.268, 10.320, 3.092)  -0.020
H (1.430, -1.159, -0.849)  0.142
H (2.260, -7.049, 3.904)  -0.129
H (-2.163, -1.840, 1.581)  0.096
H (-4.410, 1.663, 3.173)  0.012
H (-3.070, -3.997, 0.105)  0.123
H (0.114, 0.548, -6.972)  -0.122
H (-1.624, 2.400, 2.036)  0.100
H (12.203, 3.853, 2.846)  -0.023
H (3.502, 2.447, 1.299)  0.082
H (-0.020, 0.989, 4.802)  0.056
H (0.368, -2.902, -1.743)  0.096
H (-2.745, 3.196, 4.459)  0.099
H (-1.124, 3.407, -3.671)  -0.086
H (0.372, 8.581, -3.116)  -0.033
H (-8.730, 3.459, 3.810)  -0.025
H (-1.458, -1.724, -1.554)  0.100
H (4.877, 0.114, 1.562)  0.010
H (-1.759, -0.166, 0.817)  0.088
H (-8.079, 1.783, -1.580)  -0.022
H (2.107, -10.087, -9.459)  -0.024
H (-2.376, -4.589, -1.595)  0.084
H (1.280, 3.072, -2.064)  0.079
H (0.535, 4.031, 5.868)  0.099
H (-2.478, 5.689, 2.296)  0.094
H (4.548, 1.866, -0.157)  0.090
H (7.979, -2.003, 6.065)  -0.023
H (-1.540, -9.994, -5.970)  -0.101
H (0.039, 0.661, -11.324)  -0.025
H (-4.125, 5.348, 3.147)  0.012
H (-2.692, 0.911, 3.575)  0.108
H (-0.314, 3.898, 2.928)  0.092
H (-0.729, -3.401, 1.018)  0.098
H (1.219, 1.708, 0.248)  0.121
H (4.076, 3.837, -1.520)  0.059
H (0.820, -4.717, -1.511)  0.123
H (3.986, -2.076, 0.869)  0.146
H (-4.134, -1.053, 2.768)  0.120
H (-2.751, 1.846, 0.621)  -0.004
H (3.144, 0.219, 2.289)  0.130
H (-4.406, -1.916, -0.057)  0.122
H (7.328, 3.466, 0.224)  -0.013
H (2.785, -3.694, -0.232)  0.121
H (1.565, 1.845, 5.419)  0.074
H (-3.692, -3.437, -6.625)  -0.022
H (-2.614, 5.005, 4.976)  0.113
H (-4.758, 3.406, 1.734)  0.078
H (2.510, -10.367, 6.460)  -0.020
H (1.994, 4.070, -0.555)  0.125
H (-1.079, 2.931, 5.842)  0.107
H (-3.310, -13.736, -3.357)  -0.020
H (-0.336, 5.402, 4.076)  0.085
H (-3.024, -2.478, -2.379)  0.053
H (-3.435, 4.137, 0.597)  0.084
H (0.073, 9.125, 5.113)  -0.098
H (2.074, 0.889, -1.241)  0.101
H (1.476, -3.601, 1.148)  0.053


Entry 3:
Here is a cluster of 10 separate species, C41H61ClN15O3S in total from OMol25. Energies are from ωB97M-V with the def2-TZVPD basis set.

2S+1 = 1
Charge = +1
Frontier orbital gap = 8.983 eV
M = 879.561 g mol⁻¹
E_HOMO = -11.08 eV

Last column: Löwdin charge in e.
Atoms and positions in Å:
Cl (-3.755, -0.592, -3.591)  0.729
S (3.027, -1.628, -5.053)  1.013
O (-5.603, -0.721, 1.118)  -0.057
O (-6.056, 0.548, -3.653)  0.092
O (5.515, -1.817, -5.985)  0.040
N (3.145, 0.484, 3.596)  0.164
N (3.756, -5.452, 3.345)  0.116
N (-0.632, -4.800, -4.665)  0.127
N (-1.893, 2.099, -3.447)  0.175
N (1.281, 2.002, 6.953)  0.141
N (6.670, -0.453, -4.713)  0.059
N (-3.064, 4.011, -2.662)  0.118
N (0.229, 1.160, -3.088)  0.142
N (7.263, -2.086, 4.639)  0.122
N (-0.663, -3.010, 6.411)  0.142
N (5.341, -0.408, -4.309)  0.051
N (-0.632, 2.678, -1.594)  0.155
N (-3.567, -4.368, -7.433)  0.151
N (2.606, 2.930, -0.260)  0.141
N (0.644, -0.948, 1.626)  0.137
C (-4.182, 2.277, -0.330)  -0.115
C (2.258, 1.879, 7.543)  -0.262
C (-4.908, 0.790, -3.538)  -0.732
C (2.688, -1.161, -3.323)  -0.448
C (-5.286, 1.217, -0.245)  -0.141
C (-3.086, 2.543, -2.664)  -0.453
C (2.844, 5.377, -1.120)  -0.057
C (-1.933, 1.682, 3.050)  -0.206
C (2.711, 1.533, 3.770)  -0.242
C (0.283, 0.310, -4.282)  -0.153
C (-4.365, 2.200, -3.448)  -0.072
C (-0.496, -4.880, -5.802)  -0.289
C (-0.345, -4.973, -7.242)  -0.077
C (-1.727, 2.546, -0.595)  -0.233
C (-2.416, -4.792, 5.685)  -0.063
C (-2.318, 0.217, 2.966)  -0.027
C (2.703, 4.009, -0.642)  -0.266
C (1.293, -1.648, -2.946)  -0.249
C (-4.794, -0.198, 0.069)  -0.255
C (-4.709, -2.137, -6.734)  -0.078
C (-1.231, 1.735, 0.618)  -0.081
C (-1.088, 3.730, 2.145)  -0.066
C (-2.071, 2.320, 4.277)  -0.033
C (0.155, -1.147, -3.852)  -0.200
C (6.014, -5.810, 4.589)  -0.068
C (-4.059, -3.376, -7.133)  -0.249
C (-1.224, 4.348, 3.368)  -0.098
C (6.729, -1.273, -5.690)  -0.171
C (2.138, 2.843, 4.014)  -0.058
C (3.502, 1.718, 8.278)  -0.057
C (-1.438, -3.792, 6.086)  -0.260
C (1.036, -1.768, 4.062)  -0.082
C (6.622, -1.846, 3.717)  -0.284
C (-0.761, 1.947, -2.719)  -0.325
C (0.828, -1.308, 2.702)  -0.285
C (4.754, -5.613, 3.888)  -0.288
C (-1.724, 3.647, 4.450)  -0.073
C (-1.438, 2.398, 1.959)  -0.189
C (4.720, -1.228, -5.081)  -0.710
C (-2.991, 1.950, -1.243)  -0.204
C (5.798, -1.579, 2.549)  -0.075
H (-3.214, -4.334, 5.104)  0.082
H (-2.815, 0.873, -1.290)  0.125
H (-2.122, 1.251, -3.957)  0.077
H (6.638, -6.540, 4.077)  0.084
H (2.723, 3.618, 3.519)  0.085
H (-5.945, 1.227, -1.112)  0.099
H (0.505, -4.378, -7.577)  0.080
H (2.762, -0.077, -3.243)  0.064
H (0.175, -2.316, 4.438)  0.027
H (-5.156, 2.777, -2.976)  0.135
H (-5.923, 1.498, 0.595)  0.126
H (2.571, 5.445, -2.171)  0.086
H (6.565, -4.871, 4.646)  0.059
H (3.990, 2.680, 8.421)  0.085
H (-0.183, -6.005, -7.550)  0.089
H (-4.926, -0.829, -0.813)  0.102
H (3.875, 5.710, -1.012)  0.092
H (-4.263, 2.602, -4.456)  0.146
H (-1.987, 3.541, -0.237)  0.126
H (-5.491, -1.678, 1.115)  0.093
H (-2.121, -0.254, 3.925)  0.083
H (-1.668, -0.256, 2.237)  0.034
H (-1.840, 4.119, 5.414)  0.109
H (-1.717, 0.764, 0.609)  0.088
H (1.115, 2.895, 3.642)  0.060
H (1.114, -1.423, -1.894)  0.113
H (-0.928, 5.379, 3.516)  0.107
H (1.298, -2.734, -3.015)  0.107
H (0.103, -1.789, -4.731)  0.096
H (5.244, -0.650, 2.668)  0.042
H (-3.359, 0.098, 2.663)  0.077
H (-0.673, 4.310, 1.327)  0.110
H (-0.493, 0.583, -4.992)  0.122
H (-2.856, -5.265, 6.561)  0.086
H (7.598, -1.562, -6.250)  0.135
H (-4.138, -1.274, -7.075)  0.080
H (-1.945, -5.563, 5.077)  0.086
H (-3.743, -0.168, 0.368)  0.093
H (-4.811, -2.072, -5.652)  0.032
H (-0.785, -1.271, -3.316)  0.092
H (-4.643, 3.216, -0.645)  0.122
H (-2.133, 4.353, -2.851)  0.090
H (-3.396, 4.395, -1.788)  0.084
H (5.073, -2.379, 2.401)  0.075
H (-5.706, -2.070, -7.168)  0.090
H (3.462, -1.616, -2.716)  0.090
H (6.409, -1.506, 1.651)  0.082
H (2.117, 3.050, 5.078)  0.038
H (0.290, 2.570, -1.185)  0.096
H (1.901, -2.427, 4.123)  0.085
H (-3.812, 2.449, 0.681)  0.124
H (2.204, 6.049, -0.551)  0.086
H (-0.164, 1.514, 0.528)  0.109
H (5.844, -6.163, 5.604)  0.085
H (1.236, 0.492, -4.775)  0.102
H (4.182, 1.063, 7.735)  0.087
H (3.312, 1.280, 9.257)  0.087
H (1.042, 1.136, -2.489)  0.152
H (-2.461, 1.760, 5.116)  0.119
H (-1.244, -4.609, -7.733)  0.035
H (1.213, -0.928, 4.730)  0.066